Formula: C37H59N10O3PS3V
Source: the OMol25 dataset
Level of theory: wB97M-V/def2-TZVPD

Properties
Expectation value of S²   0.768
Net charge   +2
2S+1   2
HOMO (alpha / beta)   -12.36 / -12.41 eV
E   -4697.99652 hartree

Geometry as XYZ:
```
114
Properties=species:S:1:pos:R:3:mulliken_spin:R:1
V -0.81668 -0.36092 -0.30793 1.101
C 3.65464 -0.21539 3.21804 0.000
C 2.15867 -0.27598 2.84724 0.001
N 1.93704 -1.67667 2.41791 -0.003
C 1.33065 -1.93004 1.28082 0.016
S 1.20351 -3.61322 0.99815 -0.018
N 0.94920 -0.94682 0.43779 -0.035
N 0.94764 -1.18145 -1.00141 -0.050
C 1.82204 -1.83145 -1.67968 0.011
C 3.25582 -2.20446 -1.31652 -0.004
C 1.45343 -2.20982 -3.10841 0.008
C 2.31389 -2.87368 -3.90725 -0.003
C 1.78396 -3.55847 -4.99912 0.001
C 0.47721 -3.43038 -5.34441 0.001
C -0.34148 -2.68872 -4.47273 0.000
N 0.11640 -2.06779 -3.37063 0.005
H 3.84322 -0.72671 4.12375 0.000
H 4.30782 -0.69266 2.48692 0.000
H 3.95368 0.82012 3.36885 0.000
H 1.54668 -0.08113 3.76754 0.000
H 1.78942 0.34124 2.04403 0.003
H 2.27975 -2.34890 3.08473 0.000
H 3.65070 -1.65180 -0.41937 0.001
H 3.24377 -3.26824 -1.19172 0.001
H 3.81652 -1.96880 -2.24275 0.001
H 3.29276 -3.21819 -3.66218 0.000
H 2.44421 -4.11460 -5.56521 0.000
H -0.09571 -3.90805 -6.18197 0.000
H -1.34356 -2.53233 -4.63300 0.000
C -1.66373 -2.18122 5.81001 0.000
C -0.36162 -1.87401 5.01674 0.000
C -0.79248 -1.05866 3.77208 -0.017
O -2.19070 -1.12917 3.76892 0.000
C -2.60731 -1.18662 5.16197 0.000
H -1.52099 -2.09956 6.88643 0.000
H -2.05637 -3.12361 5.54782 0.000
H 0.20214 -2.77659 4.64543 0.000
H 0.25705 -1.21643 5.65692 0.000
H -0.54006 -1.31540 2.78975 0.025
H -0.51698 0.03115 3.99677 -0.001
H -3.65409 -1.52369 5.16422 0.000
H -2.54869 -0.18874 5.58758 0.000
S -3.03479 0.36724 -4.17296 0.002
C -1.46401 1.05528 -4.30363 -0.001
C -0.75725 0.80323 -3.16587 0.014
N -1.49087 0.18252 -2.12750 -0.026
C -2.62568 -0.16984 -2.62125 0.019
H -1.04226 1.44550 -5.20119 0.000
H 0.25564 0.95879 -3.05548 -0.001
H -3.43416 -0.61642 -2.00054 0.001
O -0.25305 1.46984 -0.20516 -0.023
P 0.44140 2.78895 -0.05431 0.012
N -0.06903 3.41361 1.31788 0.002
C -0.50239 2.58205 2.43107 -0.004
C -0.22177 3.38917 3.71085 0.000
C -0.39286 4.84551 3.19454 0.001
C -0.13135 4.81076 1.64805 0.002
N -0.09877 3.81636 -1.19238 0.003
C -1.50131 4.06069 -1.24495 0.002
C -1.65393 5.18143 -2.36276 0.000
C -0.20034 5.59463 -2.73166 0.000
C 0.63111 5.06263 -1.53155 0.000
N 2.11182 2.61202 -0.20243 0.002
C 2.82918 1.73860 -1.12196 0.002
C 4.21343 2.32808 -1.18467 -0.001
C 4.43667 2.86317 0.23515 0.000
C 3.01300 3.02765 0.83244 0.000
H 0.05373 1.62804 2.31805 0.006
H -1.58250 2.38338 2.48345 -0.001
H 0.75012 3.30365 4.13508 0.000
H -1.11391 3.35400 4.40239 0.000
H 0.33221 5.42829 3.66711 0.000
H -1.39958 5.20934 3.33907 0.000
H 0.80177 5.34508 1.37995 0.000
H -0.96629 5.27092 1.09393 -0.001
H -1.94630 4.32226 -0.33979 0.000
H -2.07143 3.23054 -1.61983 0.000
H -2.21695 5.99550 -1.82825 0.000
H -2.24763 4.94199 -3.19702 0.000
H -0.21471 6.70865 -2.79973 0.000
H 0.27966 5.19424 -3.60384 0.000
H 0.61164 5.89748 -0.76030 0.000
H 1.76444 4.87508 -1.71998 0.000
H 2.45429 1.58346 -2.12227 0.000
H 2.80841 0.72305 -0.87066 0.001
H 4.32644 3.12414 -1.88731 0.000
H 5.07298 1.61225 -1.48953 0.000
H 5.00513 3.80966 0.29793 0.000
H 4.97426 2.14750 0.80143 0.000
H 2.88245 4.03077 1.13967 0.000
H 2.95236 2.35644 1.78013 0.000
N -2.67229 -2.89826 1.54818 0.002
C -2.29979 -3.39244 0.35830 0.006
S -1.49737 -2.55065 -0.91709 -0.036
N -2.71537 -4.61485 -0.06016 0.002
C -2.41782 -5.04564 -1.44497 -0.003
C -3.46850 -5.02741 -2.36789 -0.001
C -3.29762 -5.56258 -3.63250 0.000
C -1.99668 -5.95049 -4.01027 -0.001
C -0.93548 -5.91425 -3.06736 0.000
C -1.10492 -5.41955 -1.78664 0.003
H -2.43734 -1.95349 1.76323 0.003
H -2.75455 -3.49475 2.35985 0.000
H -3.37886 -5.21977 0.42894 0.000
H -4.35925 -4.61346 -1.95556 0.000
H -4.20879 -5.79853 -4.22097 0.000
H -2.01161 -6.45181 -4.97519 0.000
H 0.05764 -6.25452 -3.39156 0.000
H -0.26550 -5.47373 -1.14391 0.000
C -3.13565 0.74125 1.34022 0.002
O -2.20039 0.00124 0.76465 -0.016
H -4.14944 0.43915 0.99669 -0.005
H -3.03881 1.90256 1.07736 0.000
H -3.06193 0.52262 2.37108 -0.006
```